P | Below is a molecular structure, C7H17NO2, with properties calculated with ωB97M-V/def2-TZVPD.

The value obtained for the orbital gap (spin up / spin down) is 8.15 / 8.15 eV. Its net charge is 0.

Geometry as XYZ:
```
27
Properties=species:S:1:pos:R:3:mulliken_charge:R:1
O -1.10 -0.13 -0.54 -0.41
O 0.75 -1.58 0.32 -0.56
N -0.40 -1.18 0.74 0.02
C 1.78 0.01 -1.48 -0.92
C -0.04 -0.95 3.11 -1.52
C 0.02 1.65 -2.26 -1.15
C -2.09 -0.94 -1.11 -0.78
C 0.57 0.29 -2.10 0.54
C 0.65 0.98 1.61 -1.27
C -0.34 -0.16 1.83 0.82
H 1.37 -0.69 -0.43 0.25
H 2.38 0.85 -1.15 0.30
H -1.07 1.66 -2.23 0.27
H -2.86 -1.19 -0.37 0.25
H 1.67 0.60 1.53 0.28
H -2.57 -0.39 -1.93 0.28
H -0.11 -0.28 3.97 0.39
H -0.75 -1.76 3.24 0.39
H -1.36 0.24 1.87 0.24
H -1.68 -1.88 -1.50 0.31
H 0.61 1.67 2.45 0.46
H 0.97 -1.37 3.06 0.32
H 0.34 2.03 -3.24 0.37
H 2.36 -0.81 -1.90 0.37
H 0.40 1.53 0.71 0.13
H 0.09 -0.50 -2.67 0.30
H 0.40 2.33 -1.50 0.29
```



Q | Below is 3 unconnected molecules or ions with the total composition C7H17NO2, with properties calculated with ωB97M-V/def2-TZVPD.

The value obtained for the orbital gap (spin up / spin down) is 8.06 / 8.06 eV. Its net charge is 0.

Geometry as XYZ:
```
27
Properties=species:S:1:pos:R:3:mulliken_charge:R:1
O 1.97 1.73 -0.84 -0.55
O -2.16 -0.39 -0.48 -0.63
N -0.23 0.62 -1.94 -0.51
C -0.18 -0.17 -0.78 -0.93
C 2.68 -0.57 -0.45 -1.28
C -0.09 -0.59 1.69 -1.77
C 1.84 0.62 -0.02 -0.05
C -2.67 -1.56 0.05 -0.73
C -0.14 0.37 0.53 2.07
C -0.67 1.75 0.81 -1.65
H 1.45 1.54 -1.65 0.45
H -3.57 -1.89 -0.50 0.25
H -1.62 1.92 0.32 0.35
H -0.44 0.05 -2.75 0.25
H -1.09 -0.69 2.11 0.43
H 2.49 -0.83 -1.49 0.30
H -3.00 -1.45 1.10 0.22
H 2.49 -1.43 0.19 0.32
H -1.96 -2.41 0.01 0.23
H 3.74 -0.32 -0.37 0.38
H -0.85 1.90 1.88 0.40
H 0.25 -1.58 1.40 0.34
H 0.11 -1.20 -0.93 0.56
H -0.97 1.31 -1.85 0.28
H 0.01 2.54 0.48 0.35
H 2.07 0.93 1.00 0.45
H 0.56 -0.20 2.48 0.47
```



It is P that is the least stable of them.



P | Below is 2 unconnected molecules or ions with the total composition C4H12NS, with properties calculated with ωB97M-V/def2-TZVPD.

The value obtained for the orbital gap is 6.63 eV. Its net charge is -1.

Geometry as XYZ:
```
18
Properties=species:S:1:pos:R:3:mulliken_charge:R:1
S -0.42 -0.18 -1.36 -0.67
N -1.98 -2.05 1.03 -0.67
C 1.03 -0.21 -0.20 -0.59
C 2.34 1.66 -1.15 -1.04
C 1.56 1.16 0.07 -0.35
C -2.98 -1.02 0.59 -0.68
H 0.57 -0.66 0.77 0.16
H 3.27 1.06 -1.26 0.26
H -1.77 -1.91 2.03 0.24
H 0.77 1.86 0.32 0.24
H 2.71 2.69 -1.05 0.32
H -2.73 -0.05 1.00 0.25
H -1.13 -1.76 0.51 0.22
H -2.99 -0.98 -0.49 0.26
H 2.23 1.09 0.97 0.24
H -4.00 -1.29 0.87 0.31
H 1.81 -0.92 -0.58 0.21
H 1.71 1.51 -2.07 0.27
```



Q | Below is 2 unconnected molecules or ions with the total composition C4H12NS, with properties calculated with ωB97M-V/def2-TZVPD.

The value obtained for the orbital gap is 6.40 eV. Its net charge is -1.

Geometry as XYZ:
```
18
Properties=species:S:1:pos:R:3:mulliken_charge:R:1
S -0.20 0.50 -1.67 -0.62
N -0.23 -0.20 1.87 -0.19
C 1.06 -0.42 -2.67 -0.83
C -1.38 -0.73 1.12 -0.89
C 1.00 -0.78 1.30 -0.86
C -0.19 1.27 1.77 -0.83
H 1.28 -1.43 -2.31 0.21
H -1.11 1.64 2.22 0.34
H 0.67 1.62 2.36 0.28
H 1.31 -0.26 0.40 0.23
H -2.24 -0.06 1.03 0.32
H 2.05 0.06 -2.65 0.21
H -1.21 -0.93 0.04 0.17
H 0.80 -1.84 1.11 0.30
H 1.83 -0.73 2.03 0.31
H 0.73 -0.51 -3.71 0.26
H -1.65 -1.68 1.60 0.33
H -0.10 1.65 0.74 0.24
```



It is Q that is the least stable of them.



P | Below is a gas-phase ion, C5H16NSi (charge +1), with properties calculated with ωB97M-V/def2-TZVPD.

Its SMILES is CC[C@@H]([SiH3])[NH+](C)C. The value obtained for the orbital gap is 12.51 eV. Its net charge is +1.

Geometry as XYZ:
```
23
Properties=species:S:1:pos:R:3:mulliken_charge:R:1
Si -0.80 1.75 0.35 0.51
N 1.33 -0.35 -0.23 -0.19
C -0.41 0.04 -0.50 -0.17
C 2.21 0.53 -1.00 -0.91
C 1.70 -0.42 1.17 -0.90
C -2.70 -0.83 -0.16 -1.38
C -1.20 -1.13 0.01 -0.40
H -2.03 2.24 -0.26 -0.10
H -1.01 -1.29 1.07 0.25
H 1.03 -1.08 1.72 0.31
H 1.85 0.64 -2.03 0.32
H -3.27 -1.71 0.13 0.39
H -0.42 0.10 -1.58 0.50
H 0.34 2.62 0.07 -0.16
H -3.00 -0.01 0.49 0.36
H -2.94 -0.58 -1.18 0.36
H 1.67 0.57 1.62 0.38
H 2.26 1.51 -0.54 0.38
H 3.21 0.10 -1.04 0.39
H -0.90 1.45 1.78 -0.05
H 2.71 -0.82 1.27 0.39
H -0.97 -2.04 -0.53 0.36
H 1.35 -1.29 -0.63 0.37
```



Q | Below is a gas-phase ion, C5H16NSi (charge +1), with properties calculated with ωB97M-V/def2-TZVPD.

Its SMILES is CC[C@H]([NH3+])[SiH](C)C. The value obtained for the orbital gap is 10.55 eV. Its net charge is +1.

Geometry as XYZ:
```
23
Properties=species:S:1:pos:R:3:mulliken_charge:R:1
Si -1.03 -0.25 0.55 0.43
N 0.41 2.05 -0.37 -0.08
C 0.51 0.64 -0.29 -0.28
C 2.21 -1.27 0.00 -1.26
C -1.16 -2.05 0.03 -1.06
C -2.53 0.80 0.08 -1.11
C 1.83 0.17 0.23 -0.62
H -2.91 1.59 0.65 0.36
H 2.72 0.66 -0.28 0.35
H 2.05 -1.50 -1.11 0.30
H -0.29 2.36 -1.02 0.35
H -0.33 -2.28 -0.66 0.33
H -0.95 0.31 2.04 -0.11
H 1.15 2.56 -0.84 0.38
H 3.21 -1.43 0.39 0.37
H -2.17 -2.47 -0.25 0.38
H 1.91 0.47 1.31 0.36
H 1.52 -1.84 0.48 0.35
H -2.27 1.22 -0.88 0.31
H -3.38 -0.02 -0.12 0.27
H -0.89 -2.72 0.87 0.36
H 0.56 0.00 -1.45 0.26
H 0.39 2.42 0.57 0.37
```



R | Below is 2 unconnected molecules or ions with the total composition C5H16NSi, with properties calculated with ωB97M-V/def2-TZVPD.

The value obtained for the orbital gap is 7.64 eV. Its net charge is +1.

Geometry as XYZ:
```
23
Properties=species:S:1:pos:R:3:mulliken_charge:R:1
Si -3.47 1.09 0.72 0.19
N 0.59 0.64 -0.79 -0.01
C 0.58 -2.61 1.07 -1.05
C -0.16 1.83 -1.24 -0.93
C 1.54 0.95 0.32 -0.80
C 0.76 -1.89 -0.31 -0.64
C -0.21 -0.61 -0.48 -0.63
H 1.03 0.44 -1.63 0.28
H -2.94 -0.34 0.31 -0.05
H -3.34 0.86 2.15 -0.05
H -1.00 -0.87 -1.16 0.57
H -1.00 1.72 -1.93 0.35
H 0.50 2.58 -1.65 0.37
H 1.11 -1.80 1.81 0.19
H -0.56 2.28 -0.34 0.35
H 1.21 -3.46 1.02 0.40
H -0.44 -2.84 1.25 0.35
H 2.25 1.63 -0.09 0.41
H -0.80 -0.44 0.37 0.30
H 2.27 0.13 0.60 0.33
H 0.93 1.32 1.25 0.33
H 0.49 -2.63 -1.09 0.39
H 1.85 -1.65 -0.41 0.36
```



It is R that is the least stable of them.



P | Below is a gas-phase ion, C7H12N3 (charge +1), with properties calculated with ωB97M-V/def2-TZVPD.

The value obtained for the orbital gap (spin up / spin down) is 7.13 / 7.13 eV. Its net charge is +1.

Geometry as XYZ:
```
22
Properties=species:S:1:pos:R:3:mulliken_charge:R:1
N 0.82 1.68 -0.03 0.05
N 2.65 0.31 0.05 -0.05
N 1.35 -1.67 -0.39 -0.18
C -0.35 1.15 0.44 -0.89
C 0.19 -2.10 -0.38 -0.26
C -1.23 -0.03 -0.13 0.85
C -0.92 -1.41 0.48 -0.42
C 2.00 1.39 -0.43 -0.30
C 2.07 -0.86 0.39 -0.19
C -2.67 0.40 -0.29 -1.81
H -0.84 0.01 -1.20 0.25
H -1.94 -1.95 0.32 0.33
H -3.22 0.20 0.62 0.43
H -0.06 -2.73 -1.21 0.44
H 2.45 -1.46 1.21 0.34
H -3.26 -0.33 -1.07 0.34
H 3.61 0.60 0.42 0.32
H -0.61 -1.39 1.63 0.30
H 0.83 2.66 0.10 0.28
H 2.74 2.18 -0.68 0.30
H -0.91 1.98 0.85 0.33
H -2.71 1.37 -0.69 0.52
```



Q | Below is a gas-phase ion, C7H12N3 (charge +1), with properties calculated with ωB97M-V/def2-TZVPD.

The value obtained for the orbital gap is 10.34 eV. Its net charge is +1.

Geometry as XYZ:
```
22
Properties=species:S:1:pos:R:3:mulliken_charge:R:1
N 1.12 0.29 0.80 0.09
N -0.61 -0.18 -0.40 -0.03
N -2.91 -0.86 -0.96 -0.02
C -0.18 1.56 -2.42 -1.22
C 0.23 0.94 -1.14 0.21
C 2.21 0.21 1.74 -0.91
C -0.14 -1.62 1.65 -1.22
C 1.16 1.15 -0.23 -0.43
C -1.89 -1.26 -0.39 -0.43
C 0.05 -0.49 0.70 0.90
H -0.18 0.81 -3.21 0.31
H 1.85 1.88 -0.24 0.59
H 3.15 0.10 1.03 0.37
H -1.25 2.00 -2.27 0.27
H 0.64 -1.84 2.53 0.27
H 0.48 2.37 -2.66 0.37
H -0.15 -2.46 0.93 0.39
H 2.13 -0.65 2.23 0.35
H -1.15 -1.63 2.04 0.36
H -3.08 0.08 -1.21 0.23
H 2.21 1.08 2.47 0.27
H -3.68 -1.48 -0.99 0.29
```



It is P that is the least stable of them.



P | Below is 3 unconnected molecules or ions with the total composition C3H10N2O3, with properties calculated with ωB97M-V/def2-TZVPD.

The value obtained for the orbital gap (spin up / spin down) is 6.58 / 7.93 eV. The expectation value of S² is 1.754. Its net charge is +1. Its spin multiplicity is 2.

Geometry as XYZ:
```
18
Properties=species:S:1:pos:R:3:mulliken_spin:R:1
O 2.48 -0.04 -1.27 0.25
O -0.62 -0.35 -1.76 -0.06
O -2.35 0.74 -0.20 0.84
N 0.53 1.54 -0.07 -0.79
N 2.44 -1.53 0.52 0.78
C 1.22 0.53 0.66 0.01
C 2.10 -0.42 -0.19 -0.07
C -2.57 -0.24 0.72 0.00
H 1.89 0.99 1.42 -0.08
H 0.56 -0.07 1.29 -0.03
H -1.65 -0.66 1.13 0.02
H 0.32 -0.30 -1.62 0.01
H -1.36 0.03 -1.21 0.00
H 2.93 -2.18 -0.13 -0.02
H -3.10 -1.06 0.21 0.10
H -0.49 1.43 0.02 0.01
H 0.83 1.46 -1.06 0.00
H -3.17 0.12 1.55 0.03
```



Q | Below is 4 unconnected molecules or ions with the total composition C3H10N2O3, with properties calculated with ωB97M-V/def2-TZVPD.

The value obtained for the orbital gap (spin up / spin down) is 8.58 / 4.53 eV. The expectation value of S² is 0.762. Its net charge is +1. Its spin multiplicity is 2.

Geometry as XYZ:
```
18
Properties=species:S:1:pos:R:3:mulliken_spin:R:1
O 3.15 0.96 -1.44 0.00
O -0.16 -2.05 1.44 0.00
O 1.47 -2.04 6.77 0.00
N -0.57 1.77 -1.91 -0.03
N -1.32 -0.33 -1.71 -0.07
C -2.36 0.49 -1.73 0.34
C -1.88 1.84 -1.88 0.36
C -0.24 0.41 -1.90 0.35
H 3.58 0.43 -0.76 0.00
H 2.08 -1.63 6.16 0.00
H -3.35 0.07 -1.73 0.01
H 0.03 2.58 -2.00 0.00
H 0.97 -2.75 6.35 0.00
H 0.77 0.12 -2.12 0.04
H 3.76 1.02 -2.18 0.00
H -1.10 -2.28 1.51 0.00
H -2.36 2.78 -2.01 0.01
H -0.17 -1.41 0.72 0.00
```



It is P that is the least stable of them.



P | Below is C6H14N4O2 in the gas phase, with properties calculated with ωB97M-V/def2-TZVPD.

Its SMILES is [H]/N=C(/N)NCCC[C@H](N)C(=O)O. The value obtained for the orbital gap is 9.83 eV. Its net charge is 0.

Geometry as XYZ:
```
26
Properties=species:S:1:pos:R:3:mulliken_charge:R:1
O -2.60 -1.63 -0.84 -0.50
O -4.18 -0.19 -0.64 -0.51
N 4.05 0.73 -0.16 -0.76
N -2.58 1.84 -0.06 -0.80
N 2.65 0.00 -1.77 -0.69
N 2.06 -0.41 0.50 -0.23
C 0.94 -1.24 0.13 -0.82
C 2.94 0.12 -0.36 0.46
C -0.17 -1.02 1.12 -0.68
C -2.90 -0.52 -0.65 0.19
C -1.83 0.57 -0.29 0.64
C -0.88 0.33 0.92 -0.90
H -2.77 1.99 0.95 0.23
H -1.19 0.70 -1.19 0.35
H 0.63 -0.82 -0.77 0.47
H 2.61 -0.88 1.25 0.31
H -4.16 0.78 -0.48 0.41
H -0.87 -1.89 0.99 0.30
H 3.19 -0.87 -1.99 0.25
H -0.17 1.09 1.13 0.32
H -2.05 2.63 -0.45 0.28
H -1.70 0.41 1.82 0.32
H 3.37 0.72 -2.14 0.39
H 4.06 0.88 0.82 0.22
H 1.36 -2.26 0.03 0.35
H 0.19 -1.06 2.13 0.44
```



Q | Below is C6H14N4O2 in the gas phase, with properties calculated with ωB97M-V/def2-TZVPD.

Its SMILES is [H]/N=C(\N)NCCC[C@H](N)C(=O)O. The value obtained for the orbital gap is 9.46 eV. Its net charge is 0.

Geometry as XYZ:
```
26
Properties=species:S:1:pos:R:3:mulliken_charge:R:1
O 3.31 1.67 -0.09 -0.43
O 4.24 -0.35 -0.41 -0.57
N -2.56 -0.37 0.57 -0.23
N 1.74 -1.57 -0.77 -0.66
N -4.51 -0.76 -0.58 -0.72
N -3.59 1.45 -0.48 -0.46
C -0.22 -0.59 1.21 -0.62
C -1.20 0.11 0.27 -0.51
C 1.21 -0.05 1.09 -1.01
C 1.82 -0.20 -0.31 0.39
C -3.62 0.08 -0.20 0.46
C 3.26 0.33 -0.27 0.18
H -0.19 -1.67 0.99 0.31
H 4.25 1.90 -0.05 0.35
H -0.92 -0.10 -0.76 0.30
H -4.49 1.81 -0.86 0.25
H 2.08 -1.64 -1.74 0.29
H -0.57 -0.43 2.23 0.38
H -2.61 -1.36 0.62 0.27
H 1.26 1.02 1.39 0.35
H 1.27 0.45 -1.01 0.41
H -5.28 -0.30 -1.04 0.20
H -1.16 1.18 0.42 0.19
H 1.85 -0.59 1.82 0.37
H -3.22 2.01 0.27 0.22
H 2.39 -2.12 -0.23 0.26
```



It is P that is the least stable of them.